C5H7NO | wB97M-V/def2-TZVPD

## Properties
Highest occupied orbital energy = -9.2 eV
Total energy = -324.5932 hartree
Max |F| = 0.56 eV Å⁻¹
Relative energy (zero: lowest compared OMol25 entry of this formula, charge and spin) = 82.4 kcal per mole
Molar mass = 97.12 Da
SMILES string = [H]/N=C\CC#C.C=O

Structure (ORCA input):
```
! RIJCOSX wB97M-V def2-TZVPD def2/J DEFGRID3
* xyz 0 1
H 0.7805 0.3725 1.0291
N 0.4933 0.6952 0.1077
C -0.3553 -0.0198 -0.4897
C -0.9209 -1.3295 -0.0213
C -0.5917 -1.6237 1.3711
C -0.2740 -1.8158 2.5159
H -0.6581 0.3177 -1.4891
H -2.0027 -1.3505 -0.1945
H -0.4836 -2.0839 -0.6878
H -0.0138 -2.0128 3.5324
C 1.0029 2.1938 -1.3993
O 0.7262 1.6625 -2.4580
H 2.0275 2.1995 -0.9866
H 0.2698 2.7948 -0.8299
*
```